No. 1
Here is a molecular structure, C34H51BrN2P2Pt in a non-equilibrium geometry from OMol25. Energies are from ωB97M-V/def2-TZVPD.

Atoms and positions in Å:
1 C -1.709 -0.191 -5.698
2 C -0.665 0.743 -5.610
3 C -0.950 2.113 -5.647
4 C -2.280 2.492 -5.888
5 N -3.253 1.594 -6.027
6 C -2.982 0.298 -5.944
7 C 0.688 0.389 -5.348
8 C 1.744 0.010 -4.859
9 C 2.148 -0.392 -3.534
10 C 1.270 -1.261 -2.886
11 C 1.277 -1.195 -1.497
12 C 2.257 -0.533 -0.821
13 C 3.409 -0.054 -1.449
14 C 3.235 0.162 -2.844
15 Pt 0.843 -0.981 1.313
16 P -1.150 0.129 0.430
17 H -0.184 2.835 -5.358
18 H -1.503 -1.218 -5.448
19 H -2.549 3.559 -5.905
20 H -3.839 -0.352 -6.019
21 H 3.927 0.788 -3.435
22 H 0.419 -1.753 -3.359
23 H 4.354 0.233 -0.970
24 H 0.515 -1.671 -0.842
25 C -2.258 0.634 1.806
26 C -3.430 1.611 1.606
27 H -1.566 1.046 2.554
28 H -2.650 -0.296 2.246
29 H -3.925 1.822 2.567
30 H -3.123 2.587 1.211
31 H -4.224 1.209 0.964
32 C -0.931 1.527 -0.790
33 C -2.081 1.866 -1.755
34 H -0.043 1.257 -1.384
35 H -0.638 2.420 -0.214
36 H -1.895 2.801 -2.307
37 H -2.208 1.094 -2.528
38 H -3.040 2.006 -1.240
39 C -2.039 -1.141 -0.593
40 C -3.553 -1.049 -0.650
41 H -1.760 -2.123 -0.183
42 H -1.611 -1.117 -1.608
43 H -3.977 -1.862 -1.252
44 H -4.005 -1.132 0.338
45 H -3.911 -0.124 -1.107
46 Br 2.594 -1.442 3.121
47 P 1.583 2.230 1.954
48 C 0.414 3.661 1.994
49 C 0.664 4.799 2.971
50 H -0.552 3.173 2.224
51 H 0.325 4.058 0.971
52 H -0.197 5.473 2.904
53 H 0.714 4.453 4.010
54 H 1.548 5.393 2.704
55 C 2.789 2.261 3.348
56 C 4.093 3.045 3.187
57 H 3.023 1.189 3.501
58 H 2.244 2.594 4.245
59 H 4.681 2.988 4.109
60 H 4.747 2.637 2.406
61 H 3.909 4.111 3.016
62 C 2.709 2.473 0.514
63 C 3.080 3.913 0.191
64 H 2.222 1.979 -0.337
65 H 3.610 1.869 0.714
66 H 3.568 3.930 -0.788
67 H 2.202 4.562 0.119
68 H 3.808 4.326 0.898
69 C 1.387 -4.778 0.368
70 N 0.026 -4.244 0.021
71 C -0.686 -5.084 -1.007
72 C -0.990 -4.119 1.169
73 C -0.671 -3.475 2.477
74 C -0.944 -4.342 3.560
75 C -0.654 -3.983 4.861
76 C -0.266 -2.673 5.134
77 C -0.221 -1.741 4.065
78 C -0.278 -2.150 2.700
79 H 1.324 -5.861 0.566
80 H 1.786 -4.252 1.238
81 H 2.045 -4.603 -0.492
82 H 0.128 -3.286 -0.365
83 H -0.695 -6.125 -0.671
84 H -1.722 -4.740 -1.092
85 H -0.221 -5.028 -1.992
86 H -1.887 -3.668 0.706
87 H -1.286 -5.162 1.331
88 H -1.331 -5.347 3.351
89 H -0.744 -4.721 5.654
90 H 0.053 -2.398 6.140
91 H -0.086 -0.673 4.267

Results
2S+1: 3
Kohn-Sham gap (spin up / spin down), Ha: 0.281 / 0.174
Total charge: +2
ΔE to the lowest compared entry with this formula, charge and spin, eV: 3.421
Lowest unoccupied orbital energy (spin up / spin down), eV: -5.61 / -8.45
⟨S²⟩: 2.026

***

No. 2
Here is a molecular structure, C34H51CaN4OP2 in a non-equilibrium geometry from OMol25. Energies are from ωB97M-V/def2-TZVPD.

Atoms and positions in Å:
1 C -1.279 -1.730 -1.746
2 C 0.756 -2.730 -1.079
3 C -1.454 -2.670 -2.765
4 C 0.513 -3.800 -1.981
5 C -0.572 -3.751 -2.848
6 H -2.312 -2.563 -3.431
7 H 1.231 -4.619 -1.999
8 H -0.748 -4.536 -3.580
9 N -0.191 -1.728 -0.947
10 P -2.698 -0.290 0.268
11 P 2.589 -1.224 0.445
12 C -2.371 -0.650 -1.526
13 H -2.067 0.286 -2.028
14 H -3.309 -0.968 -2.007
15 C 1.966 -2.676 -0.302
16 H 2.516 -3.615 -0.177
17 C 3.628 -0.251 -0.828
18 C 3.496 -1.652 2.052
19 C -3.552 1.408 0.430
20 C -3.762 -1.763 0.766
21 C 3.621 1.228 -0.379
22 H 4.202 1.386 0.538
23 H 4.066 1.841 -1.176
24 H 2.604 1.607 -0.210
25 C 5.058 -0.796 -0.903
26 H 5.629 -0.618 0.018
27 H 5.075 -1.867 -1.146
28 H 5.580 -0.262 -1.714
29 C 2.973 -0.351 -2.219
30 H 3.461 0.365 -2.898
31 H 3.082 -1.353 -2.655
32 H 1.909 -0.097 -2.192
33 C 4.160 -0.383 2.623
34 H 3.430 0.429 2.756
35 H 4.571 -0.619 3.618
36 H 4.988 -0.010 2.008
37 C 2.488 -2.144 3.112
38 H 1.795 -1.351 3.421
39 H 1.898 -3.003 2.772
40 H 3.049 -2.449 4.012
41 C 4.526 -2.759 1.818
42 H 5.300 -2.481 1.095
43 H 5.028 -2.965 2.777
44 H 4.051 -3.689 1.484
45 C -4.230 -1.556 2.217
46 H -4.734 -2.475 2.554
47 H -3.383 -1.377 2.894
48 H -4.952 -0.736 2.310
49 C -2.879 -3.028 0.712
50 H -2.635 -3.310 -0.319
51 H -1.947 -2.906 1.282
52 H -3.436 -3.867 1.158
53 C -4.967 -1.979 -0.152
54 H -5.533 -2.840 0.238
55 H -5.647 -1.120 -0.166
56 H -4.673 -2.217 -1.180
57 C -2.788 2.480 -0.369
58 H -2.752 2.267 -1.444
59 H -3.305 3.444 -0.239
60 H -1.757 2.625 -0.015
61 C -3.494 1.821 1.915
62 H -2.459 1.837 2.287
63 H -3.900 2.839 2.018
64 H -4.076 1.161 2.568
65 C -4.996 1.354 -0.074
66 H -5.052 0.988 -1.108
67 H -5.646 0.750 0.571
68 H -5.401 2.379 -0.065
69 Ca 0.044 0.010 0.827
70 C -1.013 -1.669 3.183
71 O -0.984 -2.292 4.150
72 N 0.261 1.375 -0.964
73 C 0.387 2.011 -1.952
74 C 0.539 2.819 -3.099
75 C 0.309 4.209 -3.023
76 C 0.906 2.223 -4.322
77 C 0.482 4.992 -4.166
78 H -0.006 4.643 -2.071
79 C 1.086 3.025 -5.449
80 H 1.033 1.138 -4.361
81 C 0.878 4.410 -5.379
82 H 0.303 6.066 -4.111
83 H 1.387 2.558 -6.387
84 H 1.017 5.032 -6.271
85 N 0.122 1.388 3.986
86 C 0.333 2.561 4.614
87 C 0.529 3.524 3.627
88 C 0.433 2.842 2.408
89 N 0.165 1.518 2.616
90 H -0.083 0.494 4.424
91 H 0.330 2.637 5.689
92 H 0.710 4.578 3.754
93 H 0.548 3.232 1.402

Results
Kohn-Sham gap, Ha: 0.191
Total charge: +1
ΔE to the lowest compared entry with this formula, charge and spin, eV: 0.000
Lowest unoccupied orbital energy, eV: -2.85

***

No. 3
Here is a molecular structure, C34H51Cl3N3O3ReSSi from OMol25. Energies are from ωB97M-V/def2-TZVPD.

Atoms and positions in Å:
1 Re -0.167 -2.601 -0.194
2 C 2.467 -5.625 -1.411
3 C 2.866 -4.312 -2.049
4 C 3.542 -4.343 -3.261
5 C 3.943 -3.175 -3.887
6 C 3.671 -1.944 -3.307
7 C 2.988 -1.861 -2.108
8 C 2.747 -0.529 -1.449
9 C 2.592 -3.057 -1.498
10 N 1.862 -3.006 -0.246
11 C 2.388 -3.396 0.874
12 C 3.833 -3.665 1.066
13 C 1.397 -3.668 1.972
14 C 1.849 -4.164 3.298
15 N 0.161 -3.542 1.613
16 C -0.952 -3.964 2.456
17 C -1.449 -3.121 3.442
18 C -0.818 -1.788 3.771
19 C -2.541 -3.572 4.175
20 C -3.099 -4.818 3.935
21 C -2.567 -5.643 2.954
22 C -1.484 -5.231 2.195
23 C -0.856 -6.145 1.168
24 H 1.983 -6.270 -2.143
25 H 1.785 -5.522 -0.570
26 H 3.346 -6.165 -1.056
27 H 3.760 -5.301 -3.714
28 H 4.478 -3.223 -4.825
29 H 4.006 -1.036 -3.790
30 H 3.249 0.259 -2.004
31 H 3.125 -0.502 -0.427
32 H 1.681 -0.278 -1.416
33 H 4.418 -3.325 0.215
34 H 4.004 -4.737 1.198
35 H 4.175 -3.183 1.984
36 H 2.542 -4.998 3.178
37 H 1.015 -4.472 3.923
38 H 2.403 -3.370 3.809
39 H -0.169 -1.415 2.983
40 H -0.225 -1.860 4.684
41 H -1.586 -1.038 3.954
42 H -2.946 -2.939 4.953
43 H -3.940 -5.155 4.523
44 H -2.991 -6.623 2.785
45 H -1.493 -7.004 0.974
46 H 0.106 -6.531 1.513
47 H -0.679 -5.650 0.209
48 C 0.284 5.413 -4.480
49 C -0.828 5.309 -3.461
50 C -1.955 4.406 -3.919
51 C -1.319 6.668 -3.007
52 O -0.180 4.645 -2.271
53 Si -0.656 4.355 -0.813
54 S -0.516 -0.598 0.111
55 O -2.170 4.469 -0.450
56 C -3.086 4.560 0.735
57 C -3.957 3.323 0.663
58 C -3.876 5.831 0.524
59 C -2.254 4.606 2.000
60 O 0.376 3.855 0.255
61 C 1.845 3.938 0.515
62 C 2.577 4.166 -0.789
63 C 2.193 2.605 1.143
64 C 2.030 5.088 1.486
65 H -0.083 5.930 -5.365
66 H 0.629 4.425 -4.780
67 H 1.122 5.981 -4.080
68 H -2.433 4.843 -4.794
69 H -2.713 4.299 -3.144
70 H -1.573 3.424 -4.199
71 H -1.751 7.200 -3.852
72 H -0.495 7.269 -2.623
73 H -2.095 6.574 -2.246
74 H -4.474 3.271 -0.294
75 H -4.706 3.360 1.452
76 H -3.357 2.422 0.801
77 H -4.434 5.790 -0.410
78 H -3.217 6.699 0.510
79 H -4.585 5.959 1.340
80 H -1.641 3.713 2.103
81 H -2.917 4.667 2.861
82 H -1.612 5.487 2.016
83 H 2.405 3.350 -1.491
84 H 3.645 4.227 -0.589
85 H 2.273 5.102 -1.258
86 H 1.951 1.786 0.460
87 H 1.649 2.471 2.077
88 H 3.259 2.573 1.353
89 H 1.773 6.038 1.019
90 H 3.072 5.141 1.796
91 H 1.415 4.948 2.374
92 Cl -4.148 -6.254 -0.647
93 C -4.390 -4.510 -0.666
94 Cl -5.352 -3.978 0.711
95 Cl -5.078 -3.967 -2.194
96 C -3.056 -3.917 -0.524
97 N -2.015 -3.451 -0.412

Results
2S+1: 2
Kohn-Sham gap (spin up / spin down), Ha: 0.226 / 0.222
Total charge: +3
ΔE to the lowest compared entry with this formula, charge and spin, eV: 0.000
Lowest unoccupied orbital energy (spin up / spin down), eV: -10.05 / -10.15
⟨S²⟩: 0.762